[1]
Density functional theory data (ωB97M-V with the def2-TZVPD basis set) for the molecule C34H45O6P.

As for the SMILES: C=CC(=O)OCCCCCCc1cc(CCCO)c(CCCCCCCC)c2c1C(=O)c1cc([PH2]=O)ccc1C2=O. The HOMO energy comes out at -8.38 eV. The calculation puts the energy relative to the best compared isomer or geometry (same formula, charge and spin) at 12.950 eV. The calculation puts the orbital gap at 0.26684 Eh.

```
86
C34H45O6P, DFT ωB97M-V with the def2-TZVPD basis set
C -7.4127 -0.8552 2.8436
C -7.8361 -1.0052 1.4541
C -6.7249 -1.4617 0.3917
O -6.4161 -0.6475 -0.5048
O -6.1384 -2.7524 0.5786
C -6.4786 -3.6513 -0.5211
C -5.1098 -4.2266 -1.1697
C -4.2305 -2.9711 -1.7301
C -3.3882 -3.3836 -3.0292
C -2.7998 -2.1550 -3.8846
C -2.7404 -0.7499 -3.1187
C -1.4630 -0.6090 -2.1308
C -0.6220 -1.8378 -1.6751
C 0.6394 -1.6954 -0.7523
C 1.4545 -3.0301 -0.3899
C 2.8442 -3.1847 -1.1841
C 3.8551 -3.9801 -0.1858
O 3.1854 -5.0282 0.5622
C 1.1159 -0.2903 -0.2213
C 2.4073 -0.1240 0.6945
C 2.3237 -0.8581 2.1271
C 2.9429 0.1320 3.2574
C 4.4542 0.5854 2.9465
C 4.7187 2.1697 3.0963
C 4.0156 2.8414 4.3748
C 4.3444 2.0860 5.7708
C 5.9354 1.8424 5.9876
C 0.2780 0.9406 -0.6719
C -0.9802 0.7938 -1.6106
C -1.7130 2.1691 -2.0295
O -2.9625 2.2865 -2.0742
C -0.6958 3.3873 -2.3353
C -0.8634 4.3905 -3.4984
C 0.2428 5.4965 -3.6891
P 0.1765 6.7960 -5.0851
O 1.6361 7.3127 -5.2895
C 1.5013 5.6017 -2.7566
C 1.6542 4.6102 -1.5787
C 0.5625 3.5330 -1.3988
C 0.6737 2.4382 -0.2149
O 1.0006 2.7461 0.9580
H -7.1874 -1.8365 3.4015
H -7.2934 0.1809 3.3075
H -8.9287 -0.8127 1.1923
H -7.1887 -4.4790 -0.1643
H -7.0201 -3.0829 -1.3594
H -4.5662 -4.8001 -0.3428
H -5.4027 -4.9632 -1.9964
H -5.0056 -2.1684 -2.0056
H -3.5433 -2.6566 -0.8738
H -2.5725 -4.1408 -2.7489
H -4.1271 -3.9405 -3.7268
H -1.7487 -2.4710 -4.2524
H -3.4594 -2.0244 -4.8054
H -2.5574 0.0540 -3.9331
H -3.7176 -0.4391 -2.6075
H -0.8915 -2.8934 -2.0361
H 1.5830 -3.0215 0.7578
H 0.7689 -3.9210 -0.6154
H 3.3283 -2.2011 -1.4967
H 2.6291 -3.8405 -2.1052
H 4.7300 -4.4717 -0.7434
H 4.2286 -3.1936 0.5728
H 2.5578 -5.5150 -0.0172
H 2.7247 0.9666 0.8643
H 3.2838 -0.6048 0.1089
H 3.0221 -1.7795 2.0577
H 1.2548 -1.1821 2.3566
H 2.2532 1.0447 3.2835
H 2.9684 -0.4390 4.2629
H 5.1327 0.0300 3.6768
H 4.8179 0.2898 1.8886
H 4.4457 2.7471 2.1332
H 5.8651 2.2856 3.2156
H 2.8996 3.0138 4.2033
H 4.4825 3.8969 4.4831
H 3.7417 1.1180 5.7581
H 4.0107 2.7513 6.6566
H 6.2653 0.8578 5.5155
H 6.5683 2.6845 5.5372
H 6.1077 1.8034 7.1218
H -1.7641 4.2997 -4.1865
H -0.3551 6.2671 -6.3035
H -0.5782 7.8994 -4.5514
H 2.2983 6.4075 -2.9266
H 2.5527 4.6185 -0.8702
```

[2]
Density functional theory data (ωB97M-V with the def2-TZVPD basis set) for a structure of composition C34H46BN3O4W.

The HOMO energy (alpha / beta) comes out at -6.66 / -6.66 eV. The calculation puts the energy relative to the best compared isomer or geometry (same formula, charge and spin) at 0.000 eV. The calculation puts the orbital gap (alpha / beta) at 0.23239 / 0.23228 Eh.

```
89
C34H46BN3O4W, DFT ωB97M-V with the def2-TZVPD basis set
W -0.6915 -1.2715 -0.0702
C 0.9863 -1.6211 5.2877
C -0.0859 -1.3475 4.2404
C -0.2382 0.1615 4.0256
C 0.1451 -2.0853 2.9428
C 1.2566 -2.7859 2.6340
C 1.3056 -3.5681 1.4298
C 0.2061 -3.8296 0.6743
C 0.2454 -4.7923 -0.4768
C -1.0523 -3.1525 0.9711
C -0.9208 -2.0762 1.9475
H 0.7267 -1.1380 6.2306
H 1.9492 -1.2172 4.9679
H 1.1069 -2.6893 5.4712
H -1.0433 -1.7173 4.6303
H 0.7238 0.6164 3.7882
H -0.6177 0.6354 4.9325
H -0.9341 0.3909 3.2166
H 2.1083 -2.8122 3.2998
H 2.2397 -4.0522 1.1657
H 0.2618 -4.2619 -1.4327
H -0.6435 -5.4280 -0.4784
H 1.1255 -5.4320 -0.4261
H -1.9724 -3.7010 0.8027
H -1.8678 -1.6491 2.2924
O 2.6517 0.8160 2.3180
C 3.6442 0.5681 1.4416
C 4.9130 1.0485 1.7708
C 5.9744 0.8596 0.9121
C 5.7970 0.1881 -0.2973
C 4.5467 -0.2906 -0.6234
C 3.4534 -0.1178 0.2327
C 2.1315 -0.6301 -0.1717
O 1.1236 -0.5096 0.6705
N 1.9639 -1.1476 -1.3491
N 0.6192 -1.4596 -1.4800
C -0.0115 -1.2992 -2.6906
C -1.3260 -1.6872 -2.7597
C -2.0983 -1.8032 -3.9503
C -3.2660 -2.4865 -3.9187
C -3.6933 -3.0719 -2.6910
C -2.9918 -2.8463 -1.5555
N -1.8671 -2.0546 -1.5210
H 1.8330 0.4255 1.9467
H 5.0296 1.5731 2.7097
H 6.9514 1.2403 1.1821
H 6.6293 0.0421 -0.9719
H 4.3814 -0.8161 -1.5542
H 0.5236 -0.8115 -3.4939
H -1.7075 -1.3707 -4.8618
H -3.8647 -2.6054 -4.8112
H -4.5946 -3.6662 -2.6445
H -3.3356 -3.2221 -0.6030
C -0.0790 4.1290 -2.9939
C 0.3227 2.9545 -2.1230
C 1.3557 2.0956 -2.8394
O -0.8465 2.1176 -1.9147
B -0.7865 1.6396 -0.6277
O 0.2008 2.2370 0.1112
C 0.7413 3.3322 -0.6655
C 0.0696 4.5996 -0.1539
C 2.2383 3.3945 -0.4291
H -0.3620 3.7653 -3.9818
H 0.7554 4.8225 -3.1145
H -0.9239 4.6707 -2.5743
H 0.9223 1.7434 -3.7766
H 1.6387 1.2217 -2.2490
H 2.2565 2.6647 -3.0713
H -1.0112 4.5586 -0.2966
H 0.4549 5.4882 -0.6545
H 0.2667 4.6903 0.9142
H 2.7228 2.4501 -0.6705
H 2.4267 3.6128 0.6223
H 2.6959 4.1832 -1.0300
C -4.0494 -0.1067 0.7162
C -3.2478 0.8353 -0.1820
C -3.7130 0.6883 -1.6324
C -3.5074 2.2756 0.2787
C -1.7372 0.5293 -0.0451
H -5.1202 0.0834 0.6143
H -3.7840 0.0333 1.7682
H -3.8716 -1.1500 0.4519
H -4.7320 1.0734 -1.7270
H -3.7244 -0.3525 -1.9498
H -3.0750 1.2494 -2.3143
H -4.5793 2.4862 0.2951
H -3.0402 2.9945 -0.3984
H -3.1114 2.4438 1.2832
H -1.4961 0.5038 1.0582
```

[3]
Density functional theory data (ωB97M-V with the def2-TZVPD basis set) for a structure of composition C34H46BN6O3S4V.

The expectation value of S² is 0.808. The HOMO energy (alpha / beta) comes out at -10.79 / -10.68 eV. The calculation puts the orbital gap (alpha / beta) at 0.26654 / 0.27647 Eh. As for the spin multiplicity: 2. Its net charge is +1.

```
95
C34H46BN6O3S4V, DFT ωB97M-V with the def2-TZVPD basis set
V 0.0297 -0.4027 -2.9613
C 4.8978 -0.8176 -1.8217
C 3.8352 -0.4319 -0.8473
C 4.0857 0.2213 0.3192
C 3.0192 0.5485 1.1933
N 1.7784 0.3525 0.8385
N 1.5133 -0.2433 -0.3259
B 0.0444 -0.5396 -0.7401
N -0.9503 0.5004 -0.1324
N -1.0620 0.6148 1.2005
C -1.8035 1.5637 1.7026
C -2.3801 2.5546 0.8649
C -2.3985 2.3647 -0.4808
C -3.1015 3.2740 -1.4366
C -1.7175 1.2158 -0.9728
S -1.9651 0.6572 -2.5590
C -2.1072 1.5949 3.1924
C -1.4609 2.8365 3.8235
C -3.6359 1.6682 3.3607
C -1.6069 0.3304 3.8845
N -0.3083 -2.0079 -0.3710
N 0.0711 -2.3603 0.8549
C -0.1252 -3.5806 1.2797
C -0.7957 -4.5205 0.4659
C -1.1743 -4.1815 -0.8011
C -1.8384 -5.1399 -1.7338
C -0.8617 -2.8699 -1.2509
S -1.1363 -2.4025 -2.8690
C 0.4297 -3.8963 2.6616
C 0.1169 -5.3304 3.0835
C -0.1816 -2.9146 3.6706
C 1.9516 -3.6831 2.6171
C 2.4730 -0.7285 -1.1354
S 2.0153 -1.6886 -2.4572
C 3.3164 1.1328 2.5622
C 4.2881 0.1872 3.2877
C 3.9459 2.5224 2.4032
C 2.0352 1.2400 3.3826
H 5.8696 -0.4418 -1.5084
H 4.6616 -0.4182 -2.8093
H 4.9502 -1.9036 -1.9168
H 5.0987 0.5023 0.5764
H -2.8388 3.4352 1.2938
H -3.4090 4.1912 -0.9380
H -3.9872 2.7766 -1.8379
H -2.4543 3.5080 -2.2817
H -1.8605 3.7583 3.3966
H -0.3811 2.8319 3.6771
H -1.6594 2.8465 4.8960
H -4.0452 2.6186 3.0168
H -3.8899 1.5602 4.4155
H -4.1258 0.8624 2.8102
H -0.5222 0.2730 3.8553
H -2.0157 -0.5572 3.4009
H -1.9263 0.3362 4.9274
H -0.9958 -5.5187 0.8288
H -2.1250 -6.0536 -1.2186
H -1.1543 -5.3897 -2.5479
H -2.7187 -4.6821 -2.1858
H -0.9604 -5.5050 3.1215
H 0.5145 -5.5083 4.0823
H 0.5721 -6.0577 2.4083
H -1.2557 -3.0822 3.7783
H -0.0216 -1.8928 3.3326
H 0.2838 -3.0460 4.6486
H 2.4384 -4.4288 1.9848
H 2.3668 -3.7613 3.6230
H 2.1756 -2.6925 2.2193
H 5.2685 0.1557 2.8104
H 3.8871 -0.8273 3.3151
H 4.4270 0.5263 4.3149
H 4.8726 2.4851 1.8280
H 4.1759 2.9370 3.3854
H 3.2542 3.1982 1.8973
H 1.5923 0.2526 3.5178
H 1.3094 1.8702 2.8721
H 2.2567 1.6661 4.3620
C -4.0269 3.1856 -6.8791
C -2.7368 2.7476 -6.2479
C -1.9128 3.6671 -5.5975
C -0.7137 3.2752 -5.0298
C -0.3379 1.9439 -5.0977
C -1.1246 1.0153 -5.7664
C -2.3213 1.4220 -6.3332
S 1.1241 1.4105 -4.2487
O 2.2453 2.1712 -4.6765
O 0.8428 1.4796 -2.7809
O 1.1763 -0.0542 -4.5229
H -4.5321 3.9366 -6.2731
H -4.6975 2.3402 -7.0224
H -3.8279 3.6270 -7.8578
H -2.2180 4.7047 -5.5355
H -0.0666 3.9848 -4.5282
H -0.8006 -0.0143 -5.8622
H -2.9362 0.6921 -6.8448
```

[4]
Density functional theory data (ωB97M-V with the def2-TZVPD basis set) for a structure of composition C34H46BrN9OPSbSe4Ti.

The expectation value of S² is 2.045. The HOMO energy (alpha / beta) comes out at -1.05 / -1.94 eV. The calculation puts the energy relative to the best compared isomer or geometry (same formula, charge and spin) at 1.564 eV. The calculation puts the orbital gap (alpha / beta) at 0.16968 / 0.20221 Eh. As for the spin multiplicity: 3. Its net charge is -2.

```
98
C34H46BrN9OPSbSe4Ti, DFT ωB97M-V with the def2-TZVPD basis set
Ti 0.4827 1.3348 -0.2507
Se -0.2000 6.3685 -1.0042
Sb 0.5360 4.5325 -2.4378
Se 2.0074 2.9769 -0.9833
Se -1.1931 1.6228 -1.9168
Se 1.9894 5.3208 -4.2646
Br -5.4552 -2.0414 2.4756
C -4.5885 -0.6659 3.4823
C -3.2158 -0.7033 3.6566
C -2.5721 0.3039 4.3650
C -3.2982 1.3774 4.9546
C -4.7046 1.3637 4.7554
C -5.3395 0.3684 4.0343
N -2.7957 2.3117 5.8334
N -1.4618 2.4437 5.9501
C -0.6833 2.2289 4.8143
C 0.5574 1.6339 4.9185
C 1.2960 1.2369 3.7719
C 0.8360 1.5194 2.5186
O 1.4009 1.1216 1.3597
C -0.3051 2.3230 2.3794
N -0.5877 2.6981 1.0853
C -1.5835 3.5367 0.9083
C -2.3890 3.9848 1.9747
C -2.1677 3.5310 3.2451
C -1.0800 2.6690 3.5002
H -2.6387 -1.5144 3.2259
H -1.5004 0.2464 4.4907
H -5.2782 2.1705 5.1996
H -6.4159 0.3872 3.9030
H 0.8970 1.3606 5.9126
H 2.2021 0.6500 3.8766
H -1.7751 3.8558 -0.1027
H -3.1881 4.6847 1.7608
H -2.8014 3.8452 4.0673
C -1.0635 -2.9424 -1.7373
N -2.1326 -2.3304 -0.9762
C -3.3868 -3.0552 -0.9873
C -1.9385 -1.1676 -0.2745
N -0.7525 -0.7852 0.1297
C 0.1720 -1.7716 0.5399
C -0.2176 -2.8413 1.3528
C 0.7011 -3.7121 1.9193
C 2.0570 -3.4981 1.6983
C 2.4506 -2.4484 0.8805
C 1.5274 -1.6035 0.2477
N 1.9472 -0.4989 -0.5440
C 3.1302 -0.5624 -1.1135
N 3.9583 0.5079 -1.1108
C 4.7676 0.8750 -2.2551
C 4.3518 1.0882 0.1674
N 3.5771 -1.6673 -1.7868
C 2.6637 -2.6971 -2.2304
C 4.9691 -2.0623 -1.7276
N -3.0589 -0.4736 0.0305
C -3.0709 0.4598 1.1540
C -4.0659 -0.1709 -0.9760
H -0.6568 -3.8223 -1.2317
H -0.2653 -2.2222 -1.8794
H -1.4423 -3.2359 -2.7194
H -3.1847 -4.1161 -0.8084
H -3.9055 -2.9657 -1.9462
H -4.0402 -2.6893 -0.2000
H -1.2749 -2.9556 1.5671
H 0.3631 -4.5221 2.5557
H 2.8042 -4.1307 2.1649
H 3.5094 -2.2493 0.7488
H 5.8396 0.7678 -2.0461
H 4.5602 1.9190 -2.4986
H 4.4988 0.2666 -3.1159
H 3.5254 1.0403 0.8735
H 4.6222 2.1330 0.0219
H 5.2193 0.5498 0.5800
H 1.7007 -2.2437 -2.4384
H 2.5297 -3.4837 -1.4848
H 3.0509 -3.1394 -3.1526
H 5.5301 -1.3748 -1.0994
H 5.4275 -2.0798 -2.7216
H 5.0476 -3.0648 -1.2940
H -2.2615 0.2406 1.8390
H -4.0177 0.3554 1.6902
H -2.9795 1.4821 0.7948
H -5.0654 -0.4029 -0.5939
H -3.8806 -0.7238 -1.8941
H -4.0033 0.8902 -1.2247
C 0.9872 1.7116 -5.0290
P 1.5652 0.3095 -4.0032
C 2.8159 -0.3500 -5.2194
C 0.2078 -0.8742 -4.4354
H 0.8603 1.3927 -6.0710
H 1.6929 2.5395 -4.9872
H 0.0312 2.0595 -4.6428
H 2.3394 -0.6699 -6.1537
H 3.3634 -1.2009 -4.7973
H 3.5354 0.4427 -5.4487
H -0.0225 -0.8148 -5.5061
H -0.6814 -0.5924 -3.8637
H 0.4815 -1.9023 -4.1897
```

[5]
Density functional theory data (ωB97M-V with the def2-TZVPD basis set) for a structure of composition C34H46IrN5OS2Si2.

The expectation value of S² is 0.755. The HOMO energy (alpha / beta) comes out at -10.12 / -10.14 eV. The calculation puts the energy relative to the best compared isomer or geometry (same formula, charge and spin) at 0.375 eV. The calculation puts the orbital gap (alpha / beta) at 0.26544 / 0.24158 Eh. As for the spin multiplicity: 2. Its net charge is +1.

```
91
C34H46IrN5OS2Si2, DFT ωB97M-V with the def2-TZVPD basis set
Ir -0.9587 0.2250 -0.4563
C -2.2083 -0.1511 2.4497
N -1.8837 0.9462 1.5129
C -3.1274 1.6503 1.1248
C -2.8068 2.6663 0.0530
N -2.6560 1.8627 -1.1523
C -2.1152 2.6539 -2.2860
C -3.9334 1.2493 -1.5269
C -5.1139 1.9867 -1.5633
C -6.2887 1.3943 -1.9946
C -6.2810 0.0640 -2.4015
C -5.1070 -0.6680 -2.3563
C -3.9270 -0.0808 -1.8999
S -2.4600 -1.0459 -1.7811
C -1.0569 1.9473 2.2367
C -1.4938 2.4574 3.4606
C -0.7623 3.4324 4.1114
C 0.4123 3.9162 3.5365
C 0.8340 3.4246 2.3170
C 0.0927 2.4333 1.6663
S 0.6127 1.8086 0.1387
H -2.6566 0.2384 3.3618
H -1.3007 -0.6939 2.7087
H -2.9239 -0.8187 1.9877
H -3.6072 2.1185 1.9870
H -3.8155 0.9024 0.7306
H -1.8706 3.1907 0.2367
H -3.5844 3.4293 -0.0092
H -2.7125 3.5571 -2.4454
H -2.1559 2.0535 -3.1895
H -1.0830 2.9334 -2.0726
H -5.1297 3.0316 -1.2807
H -7.2004 1.9762 -2.0324
H -7.1936 -0.4051 -2.7455
H -5.0911 -1.7050 -2.6707
H -2.4152 2.1080 3.9095
H -1.1108 3.8206 5.0590
H 0.9929 4.6787 4.0397
H 1.7397 3.7958 1.8513
C 4.1116 -2.0143 2.6659
Si 2.9600 -0.7462 1.9354
C 1.9506 0.0673 3.2676
C 4.0117 0.5488 1.1187
C 1.8112 -1.5647 0.6861
C 0.4822 -1.9705 1.1501
C 0.4362 -2.8473 2.2401
C -0.7221 -3.5252 2.5579
C -1.8578 -3.2847 1.8075
C -1.8003 -2.3188 0.8282
N -0.6763 -1.6526 0.5026
Si 2.4170 -2.7042 -0.7092
C 1.1014 -3.0692 -1.9704
C 3.9715 -2.1285 -1.5397
C 2.7797 -4.3076 0.1699
H 4.6803 -1.5591 3.4820
H 4.8272 -2.3680 1.9170
H 3.5925 -2.8883 3.0679
H 2.6143 0.4843 4.0314
H 1.2704 -0.6263 3.7703
H 1.3563 0.8902 2.8575
H 4.6969 0.9785 1.8561
H 3.3933 1.3594 0.7196
H 4.6198 0.1158 0.3212
H 1.3533 -3.0479 2.7780
H -0.7326 -4.2446 3.3676
H -2.7851 -3.8093 1.9890
H -2.6743 -2.0595 0.2511
H 0.8561 -2.2133 -2.5995
H 0.1727 -3.4123 -1.5041
H 1.4605 -3.8736 -2.6200
H 3.7961 -1.3219 -2.2484
H 4.3842 -2.9712 -2.1036
H 4.7380 -1.8039 -0.8324
H 1.8894 -4.6829 0.6838
H 3.5802 -4.2113 0.9073
H 3.0849 -5.0629 -0.5607
N 4.3593 1.2976 -2.0479
C 3.7821 1.1113 -3.2567
O 4.3953 1.1877 -4.3001
C 2.3005 0.8063 -3.2886
C 1.7032 0.7827 -4.5388
C 0.3618 0.4840 -4.6288
C -0.3551 0.2458 -3.4734
N 0.2030 0.2797 -2.2516
C 1.5260 0.5337 -2.1763
H 5.3437 1.5055 -2.0337
H 3.8589 1.2806 -1.1791
H 2.3117 1.0027 -5.4067
H -0.1414 0.4360 -5.5849
H -1.4007 -0.0040 -3.5088
H 1.9479 0.5120 -1.1820
```